Computed, not measured: C17H24ClNOs as an isolated structure in a non-equilibrium geometry, with ωB97M-V/def2-TZVPD.

Output
Frontier orbital gap (spin up / spin down), eV: 4.072 / 6.263
Multiplicity: 5
LUMO (spin up / spin down), eV: -7.94 / -8.58
E_HOMO (spin up / spin down), eV: -12.02 / -14.84
Energy above the lowest of the compared OMol25 structures with the same formula, charge and spin, kJ/mol: 27.2
Charge: +2

Geometry (Å):
C 3.4143 -3.7410 -2.0289
C 3.3351 -4.6049 -0.8513
C 2.5465 -4.0018 -3.1775
C 4.5258 -2.7993 -2.1621
Cl 1.0149 -1.1241 -0.4153
H 2.9726 -4.7702 -3.8509
H 2.3995 -3.0947 -3.7851
H 1.5588 -4.3719 -2.8604
H 3.9493 -5.5186 -0.9670
H 2.3019 -4.9394 -0.6656
H 3.7015 -4.0900 0.0508
H 5.4251 -3.2801 -2.5931
H 4.8249 -2.3886 -1.1848
H 4.2656 -1.9605 -2.8271
C -2.6010 0.1452 1.7751
C -2.6532 0.2385 0.3353
C -1.9723 -0.9583 -0.1608
H -3.3589 0.8464 -0.2544
C -1.4008 -1.6340 0.9949
C -1.6878 -0.8626 2.1553
H -1.2820 -1.0442 3.1415
H -3.3432 0.6167 2.4277
H -2.1550 -1.3971 -1.1673
H -0.8928 -2.6047 0.9690
C 0.4119 2.8444 0.1315
C -0.8587 2.9700 -0.5128
C -0.9523 2.0763 -1.6032
H -1.6057 3.7029 -0.2419
C 0.3719 1.5356 -1.7922
C 1.1979 1.9746 -0.6729
H 2.2393 1.7356 -0.5050
H 0.7696 3.3371 1.0251
H -1.8275 1.8763 -2.2214
H 0.6961 0.8571 -2.5997
Os -0.4844 0.9165 -0.0654
C -3.1668 4.0000 3.7226
C -2.8403 3.9836 2.2284
C -1.9561 2.8577 2.1836
N -1.1703 2.0027 2.3283
H -3.6699 3.0515 3.9580
H -3.7639 4.8542 4.0386
H -2.2058 3.9682 4.2607
H -3.7312 3.8664 1.5609
H -2.3426 4.9286 1.8790

Force components x, y, z for each atom (eV/Å):
1.32 -1.45 -0.80
-0.83 0.52 1.01
-1.18 0.77 -0.01
-0.31 1.30 0.45
0.03 0.70 0.14
0.21 0.14 0.38
0.21 -0.35 0.10
0.40 -0.05 -0.11
-0.02 0.31 -0.32
0.38 -0.04 -0.18
0.05 -0.23 -0.33
-0.38 -0.23 0.07
0.02 -0.28 -0.30
0.15 -0.39 0.07
-1.26 0.06 -0.07
0.55 -0.10 -0.48
-1.54 -0.15 0.52
0.30 -0.63 0.47
-0.34 0.45 0.59
0.17 -1.35 -1.29
-0.31 -0.06 -0.03
0.60 -0.17 -0.18
0.53 0.49 0.92
-0.10 0.78 0.01
0.70 1.85 -1.11
0.10 1.77 1.20
0.20 0.70 -3.26
-0.24 -0.44 0.24
2.33 1.32 -2.56
0.66 1.18 -2.06
-0.24 -0.22 0.08
-0.21 -0.04 -0.10
0.43 0.40 0.01
-0.30 0.47 0.73
-2.22 -7.82 5.31
0.02 -0.23 0.60
-0.77 1.18 -0.70
2.43 -1.54 0.09
-1.41 1.80 -0.22
-0.12 0.46 0.15
0.04 -0.11 -0.09
-0.50 0.31 0.05
0.61 -0.16 0.62
-0.16 -0.92 0.39

***

Computed, not measured: one molecule with the formula C17H24N2O4, with ωB97M-V/def2-TZVPD.

Output
Frontier orbital gap, eV: 8.992
Multiplicity: 1
LUMO, eV: 0.80
E_HOMO, eV: -8.20
Energy above the lowest of the compared OMol25 structures with the same formula, charge and spin, kJ/mol: 136.5
SMILES: COc1ccccc1OCCNC(=O)C1CCN(C(C)=O)CC1
Charge: 0

Geometry (Å):
C 4.5488 0.3744 2.3336
O 3.6881 0.3062 1.2247
C 3.8001 -0.7563 0.3601
C 4.7733 -1.7388 0.4952
C 4.8764 -2.7870 -0.4029
C 3.9951 -2.8713 -1.4622
C 3.0127 -1.9109 -1.6010
C 2.8878 -0.8486 -0.7091
O 1.8839 0.0213 -1.0265
C 1.3372 0.9216 -0.0794
C 0.5697 0.1736 1.0142
N -0.5300 -0.5542 0.4242
C -1.8118 -0.3585 0.7821
O -2.1185 0.2524 1.7895
C -2.8554 -1.0384 -0.1137
C -4.2456 -0.5054 0.2469
C -4.2845 1.0248 0.0470
N -3.2154 1.4396 -0.8308
C -2.2417 2.3371 -0.5458
C -2.4219 3.1766 0.6951
O -1.2756 2.4728 -1.2793
C -3.0877 0.6035 -2.0036
C -2.6341 -0.8171 -1.6163
H 4.2458 1.2673 2.8787
H 4.4411 -0.4993 2.9846
H 5.5950 0.4768 2.0282
H 5.4774 -1.6855 1.3100
H 5.6495 -3.5277 -0.2682
H 4.0647 -3.6789 -2.1741
H 2.3116 -1.9505 -2.4204
H 0.6439 1.5362 -0.6627
H 2.1047 1.5575 0.3641
H 1.2385 -0.5239 1.5303
H 0.1557 0.8752 1.7398
H -0.3041 -1.0302 -0.4354
H -2.8049 -2.1112 0.1050
H -4.4713 -0.7373 1.2867
H -4.9862 -0.9977 -0.3852
H -5.2461 1.3227 -0.3908
H -4.1728 1.5146 1.0099
H -2.3214 2.5457 1.5767
H -3.3945 3.6619 0.7046
H -1.6401 3.9313 0.7095
H -4.0628 0.5732 -2.5002
H -2.3650 1.0763 -2.6699
H -1.5899 -0.9614 -1.8921
H -3.2199 -1.5527 -2.1709

Force components x, y, z for each atom (eV/Å):
0.15 0.02 0.19
-0.18 -0.21 -0.46
-0.11 0.17 0.08
0.03 0.07 0.10
0.03 -0.05 -0.02
0.02 -0.04 0.02
0.00 0.17 0.16
0.02 -0.18 -0.08
0.32 -0.20 -0.21
-0.40 0.46 0.55
0.34 0.16 -0.16
0.30 -0.07 -0.29
0.02 -0.67 -0.30
-0.21 0.23 0.39
-0.24 0.03 0.06
0.22 -0.02 0.13
-0.35 0.09 0.26
-0.13 -0.17 -0.27
-0.13 0.33 0.20
0.20 0.03 -0.02
0.31 0.11 -0.13
0.19 0.04 -0.34
0.02 0.02 0.07
0.07 -0.07 0.01
0.02 0.03 -0.04
-0.04 -0.03 0.02
0.03 0.05 0.09
0.07 -0.06 0.01
0.00 -0.07 -0.07
-0.10 0.02 -0.08
0.12 -0.12 0.18
-0.12 -0.09 -0.11
-0.03 0.16 0.06
0.09 -0.06 -0.03
-0.20 0.03 0.05
0.03 0.09 0.01
-0.08 0.00 -0.04
-0.01 -0.03 0.00
0.05 0.00 0.08
-0.04 -0.02 -0.10
-0.07 0.01 0.06
-0.10 0.03 0.06
-0.01 -0.01 -0.06
0.04 0.00 0.01
-0.18 -0.09 0.03
-0.01 -0.04 -0.08
0.06 -0.03 0.00

***

Computed, not measured: one molecule with the formula C17H24N2O5S in a non-equilibrium geometry, with ωB97M-V/def2-TZVPD.

Output
Frontier orbital gap, eV: 8.948
Multiplicity: 1
LUMO, eV: 0.76
E_HOMO, eV: -8.19
Energy above the lowest of the compared OMol25 structures with the same formula, charge and spin, kJ/mol: 273.5
SMILES: COc1ccc(OC)c(S(=O)(=O)N2CCC(C(=O)NC3CC3)CC2)c1
Charge: 0

Geometry (Å):
C 5.3347 3.1908 -0.3398
O 5.5639 2.1411 0.5722
C 4.7424 1.0587 0.5218
C 5.0154 0.0265 1.4195
C 4.2443 -1.1186 1.4553
C 3.1647 -1.2699 0.5845
O 2.3355 -2.3373 0.5310
C 2.5704 -3.4188 1.4043
C 2.9023 -0.2356 -0.3077
S 1.5319 -0.4064 -1.4480
O 1.4002 0.8563 -2.1332
O 1.7202 -1.5751 -2.2544
N 0.2607 -0.6438 -0.3925
C -0.4725 0.5465 -0.0362
C -1.4924 0.9220 -1.1131
C -2.4418 -0.2544 -1.3903
C -3.3789 -0.4644 -0.2012
O -3.2936 -1.3725 0.5990
N -4.3394 0.4874 -0.1166
C -5.3122 0.5196 0.9258
C -6.6962 1.0110 0.6337
C -5.7654 1.8368 1.4773
C -1.6282 -1.5134 -1.7097
C -0.5828 -1.7934 -0.6303
C 3.6665 0.9121 -0.3480
H 5.4230 2.8483 -1.3749
H 6.1073 3.9302 -0.1347
H 4.3494 3.6429 -0.1912
H 5.8511 0.1414 2.0916
H 4.4935 -1.8910 2.1650
H 1.7955 -4.1487 1.1776
H 2.4849 -3.1136 2.4521
H 3.5533 -3.8683 1.2324
H 0.2529 1.3516 0.0918
H -0.9745 0.3582 0.9185
H -0.9413 1.1617 -2.0241
H -2.0485 1.8073 -0.7966
H -3.0647 -0.0078 -2.2594
H -4.3860 1.2176 -0.8100
H -5.1746 -0.3191 1.5950
H -7.5281 0.5182 1.1111
H -6.9118 1.3567 -0.3662
H -5.9560 1.9130 2.5360
H -5.3560 2.7370 1.0437
H -2.2957 -2.3719 -1.7945
H -1.1120 -1.3694 -2.6615
H 0.0754 -2.6035 -0.9405
H -1.0746 -2.0537 0.3095
H 3.3881 1.6577 -1.0741

Force components x, y, z for each atom (eV/Å):
-0.01 0.12 -0.09
0.07 -0.15 0.16
-0.16 -0.31 0.05
-0.01 0.32 -0.22
-0.21 -0.17 -0.08
0.09 0.03 0.06
0.13 0.02 0.02
0.02 -0.12 0.11
-0.56 -0.33 -0.28
0.22 0.21 0.30
0.02 0.02 0.33
-0.12 -0.19 0.26
0.85 0.09 -0.69
-0.14 0.71 -0.03
0.04 -0.03 0.10
0.09 -0.14 -0.05
-0.06 0.34 -0.58
0.09 -0.37 0.28
-0.27 0.35 -0.06
-0.09 -0.05 0.18
-0.09 -0.14 -0.02
0.09 0.02 0.16
-0.12 0.01 0.29
-0.09 -0.67 -0.29
0.23 0.32 -0.01
-0.01 0.01 0.02
-0.09 -0.02 -0.06
0.01 -0.01 -0.01
0.10 0.01 0.09
-0.01 -0.09 0.05
0.07 0.01 0.05
0.01 -0.01 -0.04
-0.03 0.03 0.00
-0.19 0.09 0.17
0.11 0.01 0.00
-0.11 0.06 0.03
0.01 0.03 -0.04
0.04 0.00 0.10
0.13 -0.14 -0.03
-0.10 0.10 0.00
-0.05 -0.06 0.07
0.06 0.04 -0.11
-0.03 -0.03 0.10
0.07 0.04 -0.11
0.02 -0.02 -0.07
-0.05 -0.03 -0.05
-0.19 -0.12 0.08
0.13 0.03 -0.08
0.05 0.17 -0.05